(1)
The following is a DFT calculation (wB97M-V/def2-TZVPD) of C25H20N7O5S2Ti as an isolated structure in a non-equilibrium geometry.

Multiplicity = 2
E = -91709.2132 eV
LUMO (alpha / beta) = 0.164 / 0.154 Ha
Frontier orbital gap (alpha / beta) = 5.46 / 5.58 eV
HOMO level (alpha / beta) = -0.9910 / -1.3966 eV
Total charge = -2
Relative energy (zero: lowest compared OMol25 entry of this formula, charge and spin) = 66.5 kJ/mol

Geometry (Å):
1 Ti 0.197 0.133 -0.535
2 C 0.574 -3.953 0.770
3 C 0.205 -2.495 0.728
4 N 0.930 -1.614 0.055
5 N 2.121 -1.923 -0.460
6 C 2.679 -0.797 -0.900
7 O 2.032 0.312 -0.770
8 C 3.988 -0.866 -1.527
9 C 4.591 -2.109 -1.752
10 C 5.794 -2.188 -2.417
11 C 6.423 -1.032 -2.861
12 C 5.843 0.205 -2.621
13 C 4.640 0.296 -1.953
14 C -0.900 -1.935 1.398
15 C -1.789 -2.668 2.221
16 C -2.763 -2.013 2.920
17 C -2.887 -0.622 2.778
18 C -2.019 0.024 1.916
19 N -1.052 -0.576 1.245
20 H 1.473 -4.091 0.171
21 H -0.238 -4.552 0.354
22 H 0.770 -4.290 1.790
23 H 4.077 -2.991 -1.406
24 H 6.256 -3.150 -2.599
25 H 7.350 -1.100 -3.414
26 H 6.336 1.106 -2.962
27 H 4.180 1.255 -1.761
28 H -1.672 -3.739 2.289
29 H -3.433 -2.559 3.574
30 H -3.645 -0.072 3.314
31 H -2.098 1.099 1.776
32 S 0.694 1.813 1.347
33 C 2.055 2.885 1.088
34 C 2.786 3.184 2.239
35 N 3.364 3.465 3.201
36 C 2.449 3.500 -0.087
37 S 1.701 3.447 -1.632
38 C 3.585 4.322 -0.085
39 N 4.499 5.019 -0.194
40 C -1.297 3.787 -0.320
41 C -2.042 2.623 -0.820
42 N -1.632 1.366 -0.829
43 C -2.643 0.622 -1.365
44 C -3.701 1.448 -1.705
45 N -3.286 2.713 -1.344
46 C -5.012 1.235 -2.334
47 O -5.321 0.001 -2.666
48 O -5.761 2.180 -2.533
49 C -2.444 -0.848 -1.550
50 O -3.411 -1.525 -1.983
51 O -1.311 -1.278 -1.262
52 H -1.088 3.680 0.745
53 H -1.839 4.711 -0.510
54 H -0.311 3.817 -0.825
55 H -3.835 3.544 -1.501
56 H -4.561 -0.680 -2.403
57 C 0.302 0.362 -2.667
58 H 0.731 -0.565 -3.078
59 H 0.956 1.191 -2.957
60 H -0.669 0.520 -3.162


(2)
The following is a DFT calculation (wB97M-V/def2-TZVPD) of C21H31N2SeTb as an isolated structure in a non-equilibrium geometry.

Multiplicity = 7
E = -113022.1353 eV
LUMO (alpha / beta) = -0.309 / -0.308 Ha
Frontier orbital gap (alpha / beta) = 5.70 / 5.78 eV
HOMO level (alpha / beta) = -14.1082 / -14.1625 eV
Total charge = +2

Geometry (Å):
1 C 0.482 -2.253 1.537
2 H 0.773 -2.263 2.589
3 H -0.241 -3.067 1.351
4 H -0.370 -0.947 1.626
5 C 1.764 -2.388 0.680
6 H 1.546 -2.423 -0.431
7 H 2.412 -1.499 0.826
8 C 2.531 -3.679 1.035
9 H 3.503 -3.686 0.535
10 H 2.673 -3.740 2.117
11 H 1.959 -4.551 0.704
12 C -1.438 -0.584 -2.121
13 C -0.466 -1.564 -2.496
14 C -0.683 -2.732 -1.695
15 C -1.794 -2.469 -0.827
16 C -2.233 -1.124 -1.058
17 C -3.339 -0.429 -0.347
18 C -2.485 -3.474 0.023
19 C -0.014 -4.050 -1.869
20 C 0.516 -1.407 -3.600
21 C -1.584 0.743 -2.774
22 Tb 0.132 -0.857 -0.071
23 H -3.044 -2.992 0.833
24 H -3.208 -4.054 -0.575
25 H -1.785 -4.194 0.463
26 H -3.596 -0.948 0.584
27 H -3.079 0.609 -0.089
28 H -4.247 -0.390 -0.969
29 H -0.672 1.348 -2.665
30 H -1.767 0.629 -3.853
31 H -2.420 1.305 -2.343
32 H 1.095 -2.324 -3.744
33 H -0.003 -1.181 -4.544
34 H 1.220 -0.586 -3.404
35 H 0.223 -4.525 -0.906
36 H -0.665 -4.746 -2.423
37 H 0.918 -3.952 -2.438
38 C -0.836 3.014 -0.096
39 N 0.327 2.941 0.773
40 C 1.436 2.165 0.538
41 Se 1.855 1.162 -0.987
42 N 2.350 2.523 1.501
43 C 1.869 3.600 2.259
44 C 2.571 4.508 3.039
45 C 1.895 5.684 3.405
46 C 0.582 5.933 2.965
47 C -0.096 5.018 2.145
48 C 0.582 3.848 1.814
49 H -0.529 3.080 -1.148
50 H -1.398 3.912 0.179
51 H -1.486 2.134 0.039
52 H 3.288 2.162 1.530
53 H 3.597 4.284 3.326
54 H 2.391 6.426 4.033
55 H 0.089 6.861 3.261
56 H -1.101 5.190 1.760


(3)
The following is a DFT calculation (wB97M-V/def2-TZVPD) of a 2-piece molecular cluster, C3HNO3 overall in a non-equilibrium geometry.

E = -10755.6639 eV
LUMO (alpha / beta) = -0.030 / -0.030 Ha
Frontier orbital gap (alpha / beta) = 8.33 / 8.33 eV
HOMO level (alpha / beta) = -9.1361 / -9.1356 eV
Total charge = 0
Relative energy (zero: lowest compared OMol25 entry of this formula, charge and spin) = 299.5 kJ/mol

Geometry (Å):
1 C 2.443 -0.568 0.164
2 C 2.943 0.824 0.035
3 C -0.193 0.956 0.951
4 N 1.644 0.488 0.288
5 O 2.609 -1.761 0.113
6 O 3.688 1.713 -0.213
7 O -1.066 1.241 0.227
8 H -0.194 0.884 1.955


(4)
The following is a DFT calculation (wB97M-V/def2-TZVPD) of F4H8HgN2O12S4 as an isolated structure in a non-equilibrium geometry.

Multiplicity = 2
E = -86061.0773 eV
LUMO (alpha / beta) = 0.055 / 0.048 Ha
Frontier orbital gap (alpha / beta) = 4.80 / 8.21 eV
HOMO level (alpha / beta) = -3.2923 / -6.9039 eV
Total charge = -1

Geometry (Å):
1 Hg -0.107 -0.114 0.023
2 N -1.305 1.441 -1.014
3 S -2.612 1.470 -1.873
4 O -2.472 1.442 -3.331
5 O -3.870 1.836 -1.283
6 F -2.687 -0.087 -1.626
7 S -1.309 3.186 -1.264
8 O -2.028 4.066 -0.359
9 O -1.079 3.729 -2.575
10 F 0.150 3.470 -0.684
11 N 1.260 -1.506 1.241
12 S 2.448 -2.668 0.871
13 O 2.150 -4.051 1.298
14 O 3.885 -2.231 0.920
15 F 2.078 -2.772 -0.688
16 S 1.593 -1.652 2.712
17 O 2.896 -1.375 3.371
18 O 0.843 -2.664 3.388
19 F 0.846 -0.300 3.198
20 O 1.074 1.757 1.187
21 H 0.545 2.453 0.798
22 H 1.448 2.151 1.975
23 O 1.425 0.218 -1.720
24 H 2.218 0.751 -1.668
25 H 1.515 -0.267 -2.540
26 O -1.966 -0.544 1.382
27 H -2.187 -0.745 2.291
28 H -2.785 -0.667 0.902
29 O -0.606 -1.788 -1.427
30 H -0.168 -2.012 -2.248
31 H -1.193 -2.525 -1.259


(5)
The following is a DFT calculation (wB97M-V/def2-TZVPD) of an isolated ion of composition C5H6NO2S and charge -1 in a non-equilibrium geometry.

Multiplicity = 3
E = -21698.6925 eV
LUMO (alpha / beta) = 0.133 / 0.078 Ha
Frontier orbital gap (alpha / beta) = 3.63 / 6.32 eV
HOMO level (alpha / beta) = -0.0094 / -4.1904 eV
Total charge = -1
Relative energy (zero: lowest compared OMol25 entry of this formula, charge and spin) = 59.0 kJ/mol

Geometry (Å):
1 C -1.988 -1.119 0.505
2 C -2.310 0.181 0.196
3 C -0.627 -1.389 0.105
4 C 2.039 0.959 0.315
5 C 1.162 0.232 -0.799
6 N -0.137 -0.144 -0.297
7 O 0.132 -2.343 0.247
8 O -1.160 0.834 -0.387
9 S -3.778 0.961 0.163
10 H -2.639 -1.798 0.823
11 H 2.104 0.154 1.131
12 H 2.998 1.180 -0.136
13 H 1.570 1.870 0.556
14 H 1.005 1.111 -1.531
15 H 1.631 -0.688 -0.890


(6)
The following is a DFT calculation (wB97M-V/def2-TZVPD) of one molecule with the formula C7H10Si in a non-equilibrium geometry.

E = -15291.1419 eV
LUMO (alpha / beta) = 0.001 / 0.012 Ha
Frontier orbital gap (alpha / beta) = 7.87 / 8.13 eV
HOMO level (alpha / beta) = -7.8423 / -7.8176 eV
Total charge = 0
Relative energy (zero: lowest compared OMol25 entry of this formula, charge and spin) = 466.1 kJ/mol

Geometry (Å):
1 C 2.038 -0.732 -1.106
2 C 1.659 -1.876 -0.612
3 C 1.794 0.672 -0.711
4 C 0.875 -2.028 0.617
5 C 0.616 1.181 -0.447
6 C -0.411 -1.770 0.816
7 C -0.276 2.185 0.035
8 Si -2.092 -1.176 0.958
9 H 2.810 -0.643 -1.917
10 H 1.629 -2.897 -1.117
11 H 2.735 1.236 -0.508
12 H 1.607 -2.421 1.484
13 H 0.275 3.105 0.358
14 H -0.967 2.453 -0.701
15 H -1.059 1.794 0.749
16 H -2.898 -2.425 1.472
17 H -2.448 -0.868 -0.488
18 H -2.125 -0.072 1.951